# 1
{"formula": "C3H8N3", "method": "the ωB97M-V functional and the def2-TZVPD basis", "charge": 1, "relative_energy_kj_mol": 439.32, "species": ["N", "N", "N", "C", "C", "C", "H", "H", "H", "H", "H", "H", "H", "H"], "positions_angstrom": [[0.38, 1.30, -1.28], [0.59, 0.44, 0.81], [0.13, -0.97, 1.90], [0.69, -0.77, 3.02], [-1.09, -0.67, -0.69], [-0.06, 0.28, -0.23], [1.20, 0.15, 3.05], [0.55, -1.57, 3.66], [-1.21, -1.49, 0.03], [1.35, 1.43, -1.26], [-0.07, 2.17, -0.87], [-2.08, -0.11, -0.58], [0.07, 0.90, -2.17], [-0.79, -1.04, -1.62]]}

# 2
{"formula": "C3H8N3", "method": "the ωB97M-V functional and the def2-TZVPD basis", "charge": 1, "relative_energy_kj_mol": 394.58, "smiles": "C[C@@]1([NH3+])CN=N1", "species": ["N", "N", "N", "C", "C", "C", "H", "H", "H", "H", "H", "H", "H", "H"], "positions_angstrom": [[-1.15, 0.78, 0.02], [0.83, 0.98, 1.49], [0.93, 0.07, 2.30], [1.06, 0.15, -0.90], [0.21, 0.26, 0.33], [0.33, -1.05, 1.62], [-1.75, 0.04, -0.37], [-0.61, -1.37, 2.05], [0.48, -0.24, -1.74], [-1.06, 1.54, -0.67], [1.44, 1.14, -1.15], [1.00, -1.88, 1.40], [-1.59, 1.17, 0.87], [1.91, -0.50, -0.74]]}

# 3
{"formula": "C3H8N3", "method": "the ωB97M-V functional and the def2-TZVPD basis", "charge": 1, "relative_energy_kj_mol": 180.60, "smiles": "[H]/N=C/C(N)=[NH+]/C", "species": ["N", "N", "N", "C", "C", "C", "H", "H", "H", "H", "H", "H", "H", "H"], "positions_angstrom": [[1.23, 0.01, -0.56], [1.30, 1.80, 1.11], [-0.94, -0.42, 0.03], [0.23, 1.16, 1.27], [0.21, 0.16, 0.24], [-1.09, -1.41, -1.00], [-0.69, 1.40, 1.68], [-0.33, -2.09, -0.87], [1.50, 2.72, 1.46], [-1.01, -0.94, -1.92], [-2.01, -1.88, -0.75], [1.19, -0.88, -1.03], [-1.52, -0.39, 0.85], [1.94, 0.76, -0.49]]}

# 4
{"formula": "C3H8N3", "method": "the ωB97M-V functional and the def2-TZVPD basis", "charge": 1, "relative_energy_kj_mol": 580.10, "smiles": "C#C[NH2+]NCN", "species": ["N", "N", "N", "C", "C", "C", "H", "H", "H", "H", "H", "H", "H", "H"], "positions_angstrom": [[-1.38, 1.90, -1.05], [0.65, -0.61, 0.74], [-0.06, 0.18, -0.22], [1.13, -1.88, 0.28], [-0.78, 1.42, 0.10], [1.68, -2.89, -0.08], [1.52, -0.22, 1.04], [-0.75, -0.49, -0.55], [-0.02, -0.73, 1.55], [-0.84, 2.61, -1.54], [2.26, -3.73, -0.41], [-1.97, 1.26, -1.56], [-0.02, 2.04, 0.75], [-1.41, 1.13, 0.95]]}

# 5
{"formula": "C3H8N3O", "method": "the ωB97M-V functional and the def2-TZVPD basis", "charge": 1, "relative_energy_kj_mol": 428.71, "smiles": "[H]/N=N\\C(CO)=[NH+]/C", "species": ["O", "N", "N", "N", "C", "C", "C", "H", "H", "H", "H", "H", "H", "H", "H"], "positions_angstrom": [[-1.46, -2.00, -0.25], [0.08, 1.11, 0.52], [1.47, -1.67, -0.76], [0.66, -0.88, -0.49], [-1.63, -0.74, 0.24], [-0.19, -0.22, 0.22], [1.35, 1.69, 0.33], [1.69, 1.58, -0.62], [-2.43, -0.17, -0.27], [-0.59, 1.51, 1.16], [-2.27, -2.54, -0.28], [1.31, 2.70, 0.56], [-1.98, -0.61, 1.42], [2.09, 1.20, 1.02], [2.02, -2.30, -0.01]]}

# 6
{"formula": "C3H8N3O", "method": "the ωB97M-V functional and the def2-TZVPD basis", "charge": 1, "relative_energy_kj_mol": 554.41, "species": ["O", "N", "N", "N", "C", "C", "C", "H", "H", "H", "H", "H", "H", "H", "H"], "positions_angstrom": [[1.32, -0.36, -1.68], [-0.79, 0.96, 1.40], [0.93, -1.26, 1.40], [-0.57, 0.23, 0.20], [0.65, -1.38, -0.98], [0.57, 0.47, -2.27], [0.36, -0.74, 0.38], [-0.79, 1.90, 1.06], [0.97, 1.42, -2.38], [0.75, -1.33, 2.36], [0.03, 0.86, 1.99], [1.40, -2.15, -0.97], [-0.19, -1.71, -1.46], [-1.84, 0.85, 1.71], [-0.53, 0.24, -2.64]]}

# 7
{"formula": "C3H8N3O", "method": "the ωB97M-V functional and the def2-TZVPD basis", "charge": 1, "relative_energy_kj_mol": 186.67, "multiplicity": 3, "species": ["O", "N", "N", "N", "C", "C", "C", "H", "H", "H", "H", "H", "H", "H", "H"], "positions_angstrom": [[2.69, 0.42, -0.85], [2.48, -0.49, -0.05], [0.16, -0.26, 0.21], [-1.86, -0.18, -0.79], [1.39, -0.89, 0.53], [-0.83, -0.85, -0.44], [0.15, 1.27, 0.32], [0.40, 1.66, -0.62], [-2.69, -0.51, -1.09], [-0.82, 1.78, 0.68], [1.43, -1.83, 1.21], [-1.87, 0.85, -0.70], [1.02, 1.53, 1.08], [3.30, -1.02, 0.16], [-0.87, -1.96, -0.39]]}

# 8
{"formula": "C3H8N3O2", "method": "the ωB97M-V functional and the def2-TZVPD basis", "charge": 1, "relative_energy_kj_mol": 189.24, "species": ["O", "O", "N", "N", "N", "C", "C", "C", "H", "H", "H", "H", "H", "H", "H", "H"], "positions_angstrom": [[0.32, -1.32, 0.44], [1.26, -0.30, -1.65], [-2.66, 0.38, -0.25], [-1.06, -1.28, 0.22], [-0.33, 0.75, 0.00], [2.03, 0.36, 0.80], [-1.43, -0.03, -0.06], [0.81, -0.09, 0.07], [2.19, -0.51, -1.67], [2.76, -0.45, 0.80], [2.46, 1.24, 0.32], [-2.88, 1.35, -0.42], [1.77, 0.60, 1.83], [-3.44, -0.26, -0.19], [-1.52, -2.16, 0.08], [-0.27, 1.70, -0.34]]}

# 9
{"formula": "C3H8N3S2", "method": "the ωB97M-V functional and the def2-TZVPD basis", "charge": 1, "relative_energy_kj_mol": 559.19, "species": ["S", "S", "N", "N", "N", "C", "C", "C", "H", "H", "H", "H", "H", "H", "H", "H"], "positions_angstrom": [[2.72, 0.69, -0.57], [-2.80, -0.05, -0.86], [0.92, 0.03, -0.08], [1.46, -2.23, 0.13], [-2.01, -0.16, 0.53], [-1.26, 0.93, 1.02], [0.75, -1.17, 0.14], [-0.08, 1.12, -0.08], [-0.77, 0.58, 2.07], [-1.60, 1.98, 0.95], [1.36, -3.07, 0.63], [2.17, -2.28, -0.59], [2.23, 1.76, -1.23], [-0.48, 1.13, -1.15], [0.22, 2.16, 0.17], [-2.82, -1.41, -1.09]]}

# 10
{"formula": "C3H8N4", "method": "the ωB97M-V functional and the def2-TZVPD basis", "charge": 0, "relative_energy_kj_mol": 429.75, "smiles": "[H]/N=N/N1CCCN1", "species": ["N", "N", "N", "N", "C", "C", "C", "H", "H", "H", "H", "H", "H", "H", "H"], "positions_angstrom": [[-2.73, -0.58, 0.01], [-2.07, 0.49, 0.20], [-0.76, 0.30, 0.08], [0.13, 1.42, 0.06], [-0.05, -0.96, -0.16], [1.30, -0.66, 0.33], [1.36, 0.77, -0.25], [1.45, 0.56, -1.39], [-0.13, -0.98, -1.26], [-0.66, -1.61, 0.48], [0.11, 1.94, 0.96], [2.21, 1.42, 0.00], [-3.79, -0.45, -0.02], [1.57, -0.60, 1.34], [2.06, -1.08, -0.38]]}

# 11
{"formula": "C3H8N4", "method": "the ωB97M-V functional and the def2-TZVPD basis", "charge": 0, "relative_energy_kj_mol": 203.07, "smiles": "[H]/N=C1/NNC[C@@H]1N", "species": ["N", "N", "N", "N", "C", "C", "C", "H", "H", "H", "H", "H", "H", "H", "H"], "positions_angstrom": [[1.21, 1.17, 0.01], [-0.80, 2.15, -0.19], [-1.71, -0.78, -0.22], [1.86, -0.11, 0.00], [0.80, -1.04, -0.37], [-0.15, 1.06, 0.03], [-0.48, -0.36, 0.28], [2.13, -0.34, 0.96], [1.67, 1.93, -0.58], [-2.44, -0.35, 0.29], [0.77, -0.98, -1.51], [-1.82, -1.78, 0.13], [-1.79, 2.06, -0.08], [1.02, -2.11, -0.09], [-0.27, -0.51, 1.33]]}

# 12
{"formula": "C3H8N4", "method": "the ωB97M-V functional and the def2-TZVPD basis", "charge": 0, "relative_energy_kj_mol": 371.33, "species": ["N", "N", "N", "N", "C", "C", "C", "H", "H", "H", "H", "H", "H", "H", "H"], "positions_angstrom": [[-0.87, 0.37, 0.56], [2.54, 0.25, -0.01], [0.42, 1.56, 0.05], [-0.01, -1.88, -0.08], [-2.13, 0.32, -0.17], [0.13, -0.52, 0.17], [1.16, 0.37, 0.03], [-0.82, -2.32, 0.32], [2.98, -0.16, 0.80], [0.19, -2.18, -1.02], [-2.54, 1.33, -0.19], [-2.04, -0.06, -1.20], [0.79, 2.21, 0.76], [-2.84, -0.31, 0.38], [3.04, 1.03, -0.40]]}

Maximum force for every record listed, in sequence, given in eV/A: 4.36, 4.20, 3.54, 4.64, 5.07, 3.46, 8.59, 4.47, 3.31, 4.42, 3.49, 1.10.